{
  "formula": "C9H14O",
  "method": "ωB97M-V with the def2-TZVPD basis set",
  "symbols": ["C", "C", "H", "H", "H", "H", "H", "H", "C", "C", "C", "C", "C", "C", "C", "O", "H", "H", "H", "H", "H", "H", "H", "H"],
  "xyz": [[0.61934, 0.03651, -2.75352], [-0.38922, 0.57620, -3.83783], [1.37110, -0.64094, -3.24113], [-0.02496, -0.69824, -2.08942], [0.84402, 0.96903, -2.08345], [0.14211, 1.27138, -4.39617], [-0.73818, -0.34953, -4.45849], [-1.33344, 0.89537, -3.42998], [2.35116, -0.50878, 1.89327], [0.47307, 0.79283, 0.86650], [0.96035, -0.13695, 1.76112], [-0.89779, 0.91077, 0.66323], [-1.83542, 0.17537, 1.39820], [0.00191, -0.74805, 2.54989], [-1.37319, -0.67714, 2.36660], [-3.12410, 0.32853, 1.08588], [1.21259, 1.30440, 0.20995], [-1.21254, 1.45829, -0.24856], [2.57307, -1.65422, 1.76139], [2.64533, -0.15119, 2.93607], [0.44092, -1.57616, 3.24620], [-3.77239, -0.23065, 1.66297], [-2.03192, -1.38418, 2.84198], [3.09817, 0.03735, 1.29530]],
  "atomic_forces_ev_per_a": [[-2.92, -0.32, 1.34], [-0.28, -4.27, 0.50], [-0.06, 1.40, 0.78], [1.44, 1.44, -0.94], [0.61, -2.16, -1.22], [0.32, 1.41, -1.43], [0.90, 1.72, 0.55], [-0.01, 0.76, 0.38], [3.04, -0.98, 1.73], [0.31, 0.01, -1.06], [-1.86, 0.59, -0.08], [-0.04, 0.58, -1.24], [1.09, 0.53, -0.27], [1.09, -3.09, 1.42], [0.85, -0.14, 0.15], [-3.13, -1.15, 0.87], [-0.88, -0.25, 0.44], [-0.12, -0.09, 0.98], [-0.53, 2.18, 0.43], [-0.02, -1.07, -0.94], [-1.12, 1.57, -1.02], [2.16, 1.43, -1.44], [-0.16, 0.07, 0.41], [-0.69, -0.18, -0.36]],
  "relative_energy_ev": 1.665,
  "spin_multiplicity": 1,
  "e_lumo_ev": 0.760,
  "smiles": "Cc1ccc(O)cc1.CC",
  "fmax_ev_per_a": 4.30,
  "energy_ev": -11605.9714,
  "orbital_gap_ev": 9.01
}